(1)
Below is 2 unconnected molecules or ions with the total composition C4H6ClN, with properties calculated with wB97M-V/def2-TZVPD.

Properties
HOMO: -8.470 eV
HOMO-LUMO gap: 8.2234 eV

Atoms and positions in Å:
C -1.827 -0.011 0.819
C 1.698 -0.323 -0.495
C -2.305 -0.823 -0.205
C 2.084 1.068 -0.145
N -1.174 0.672 1.467
Cl 2.163 -1.577 0.549
H -3.288 -0.945 -0.377
H -1.912 -1.859 -0.245
H -1.956 -0.459 -1.218
H 1.285 1.399 0.483
H 2.055 1.659 -0.973
H 3.176 1.199 0.341

(2)
Below is C4H6ClN in the gas phase, with properties calculated with wB97M-V/def2-TZVPD.

Properties
Structure (SMILES): CN1CC=C1Cl
HOMO: -8.222 eV
HOMO-LUMO gap: 9.1786 eV

Atoms and positions in Å:
C 1.761 0.091 -0.141
C 0.756 -0.374 -0.924
C 0.817 0.376 1.002
C -1.659 -0.074 0.002
N -0.287 -0.522 -0.021
Cl 0.464 -0.617 -2.595
H 2.808 0.001 -0.183
H 0.739 -0.286 1.879
H 0.303 1.402 1.030
H -1.786 0.231 1.064
H -1.810 0.803 -0.613
H -2.106 -1.031 -0.501

It is (1) that is the least stable of them.

(1)
Below is a molecular structure, C3H3NO4, with properties calculated with wB97M-V/def2-TZVPD.

Properties
HOMO: -9.392 eV
HOMO-LUMO gap: 9.1979 eV

Atoms and positions in Å:
C 0.999 0.289 -0.093
C -0.891 -0.510 -0.113
C -0.273 0.710 -0.117
H 2.024 1.764 0.182
H 1.646 -1.357 0.981
H -2.071 1.801 0.781
N 1.227 -1.264 -0.090
O 2.223 0.747 -0.120
O -0.260 -1.666 0.276
O -2.114 -0.476 -0.251
O -0.999 1.859 0.172

(2)
Below is C3H3NO4 in the gas phase, with properties calculated with wB97M-V/def2-TZVPD.

Properties
Structure (SMILES): Nc1oc(=O)oc1O
HOMO: -8.943 eV
HOMO-LUMO gap: 9.3082 eV

Atoms and positions in Å:
C -0.328 -0.531 -0.077
C 1.899 -0.057 -0.037
C -0.160 0.778 -0.079
H -1.834 -1.504 0.989
H -1.974 -1.605 -0.768
H -0.518 2.619 0.173
N -1.392 -1.378 0.035
O 0.999 -1.073 -0.172
O 3.081 -0.143 0.053
O 1.190 1.095 -0.062
O -0.962 1.799 -0.056

It is (1) that is the least stable of them.

(1)
Below is 8 unconnected molecules or ions with the total composition C3H22O8, with properties calculated with wB97M-V/def2-TZVPD.

Properties
Structure (SMILES): CC(C)O.O.O.O.O.O.O.O
HOMO: -10.090 eV
HOMO-LUMO gap: 9.7312 eV

Atoms and positions in Å:
O 2.029 0.156 -1.026
H 1.902 0.221 -1.980
H 2.514 0.954 -0.793
O 0.953 -3.307 2.443
H 1.029 -3.969 1.750
H 0.580 -2.535 1.993
O 2.030 1.090 2.751
H 2.608 1.527 2.117
H 2.361 1.370 3.611
O -0.103 2.984 2.553
H -0.723 2.812 3.265
H 0.420 2.173 2.472
O 0.426 -0.768 1.186
H 1.053 -0.352 1.791
H 0.766 -0.604 0.295
O -1.543 -3.418 -0.492
H -1.341 -2.698 0.116
H -2.483 -3.335 -0.676
O 2.487 -2.772 -0.906
H 2.432 -1.826 -1.087
H 2.390 -3.205 -1.758
C -1.531 -0.087 -1.754
C -2.009 1.239 -1.204
C -0.993 2.369 -1.281
O -3.273 1.580 -1.842
H -0.449 -0.161 -1.622
H -1.766 -0.179 -2.813
H -1.963 -0.923 -1.213
H -2.274 1.145 -0.144
H -1.491 3.338 -1.192
H -0.446 2.344 -2.227
H -0.318 2.300 -0.428
H -3.278 2.539 -1.905

(2)
Below is 8 unconnected molecules or ions with the total composition C3H22O8, with properties calculated with wB97M-V/def2-TZVPD.

Properties
Structure (SMILES): CO.CO.CO.O.O.O.O.O
HOMO: -9.739 eV
HOMO-LUMO gap: 10.0791 eV

Atoms and positions in Å:
C -3.220 -2.324 0.117
O -2.569 -1.307 -0.647
H -3.573 -1.980 1.088
H -4.033 -2.619 -0.501
H -2.608 -3.168 0.300
H -2.940 -0.428 -0.568
C 0.008 -1.145 -2.782
O 0.276 -0.986 -1.382
H -0.733 -0.388 -3.066
H 0.904 -1.153 -3.426
H -0.555 -2.108 -2.908
H -0.374 -1.513 -0.908
C 3.581 -0.274 2.459
O 3.872 0.590 1.377
H 2.710 -0.875 2.272
H 4.433 -0.933 2.539
H 3.391 0.341 3.318
H 3.239 1.306 1.366
O 0.098 1.797 1.797
H 0.063 2.268 2.632
H -0.791 1.785 1.410
O 1.208 1.350 -0.529
H 1.080 0.431 -0.834
H 1.004 1.375 0.411
O -1.981 1.458 -0.333
H -1.403 0.716 -0.602
H -1.662 2.158 -0.882
O -0.612 2.675 -2.169
H 0.199 2.611 -1.640
H -0.675 3.621 -2.449
O 0.468 -1.339 1.773
H 0.321 -0.390 1.850
H 0.874 -1.550 0.917

It is (2) that is the least stable of them.